# 1
The following is a DFT calculation (the ωB97M-V functional and the def2-TZVPD basis) of an isolated molecule of C6H14NOP at a distorted geometry.

Output
- Kohn-Sham gap: 0.3828 hartree
- Relative energy (zero: lowest compared OMol25 entry of this formula, charge and spin): 51.5 kcal per mole
- SMILES string: CC[C@H](C)/N=C(\P)OC
- Net charge: 0
- Maximum force: 4.5 eV Å⁻¹
- M: 147.158 g mol⁻¹
- DFT total energy: -19272.6836 eV

Each line ends with the Löwdin charge.
Geometry (Å):
C1 -0.827 -0.957 0.806  -0.548
C2 0.274 1.828 -2.225  -0.108
C3 1.000 1.382 1.530  -0.038
C4 -0.088 -3.239 -0.183  -0.104
C5 1.103 1.390 -1.060  -0.226
C6 0.312 0.971 0.163  -0.406
N1 0.132 -0.435 0.213  0.092
O1 -1.081 -2.450 0.518  -0.291
P1 -2.005 -0.679 2.151  0.892
H1 -0.625 2.420 -1.916  0.086
H2 -0.030 1.014 -2.861  0.063
H3 0.677 2.519 -2.980  0.071
H4 1.782 0.705 1.780  0.063
H5 1.428 2.400 1.508  0.086
H6 0.224 1.262 2.259  0.033
H7 -0.229 -4.267 0.253  0.093
H8 0.938 -2.868 0.034  0.083
H9 -0.313 -3.310 -1.227  0.063
H10 1.775 2.129 -0.912  0.069
H11 1.712 0.559 -1.310  0.104
H12 -0.510 1.612 0.238  0.109
H13 -2.682 -1.920 1.819  -0.057
H14 -2.967 -0.067 1.402  -0.128


# 2
The following is a DFT calculation (the ωB97M-V functional and the def2-TZVPD basis) of a structure of composition C64H44CoN12O.

Output
- Kohn-Sham gap (spin up / spin down): 0.2166 / 0.2180 hartree
- Net charge: 0
- Multiplicity: 2
- Maximum force: 0.8 eV Å⁻¹
- M: 1056.072 g mol⁻¹
- DFT total energy: -124640.2742 eV

Each line ends with the Löwdin charge.
Geometry (Å):
Co1 -0.857 1.804 -0.377  0.637
C1 5.402 0.819 3.844  -0.091
C2 4.183 1.332 4.265  -0.079
C3 3.153 1.514 3.353  -0.041
C4 3.326 1.191 2.007  -0.199
C5 4.549 0.664 1.599  -0.040
C6 5.579 0.477 2.511  -0.075
C7 2.192 1.400 1.058  -0.074
C8 1.604 0.295 0.451  -0.236
C9 2.128 -1.052 0.531  0.018
C10 1.247 -1.847 -0.112  -0.018
C11 0.174 -0.997 -0.563  -0.218
C12 -0.984 -1.492 -1.146  -0.073
C13 -1.138 -2.976 -1.245  -0.212
C14 -0.625 -3.698 -2.312  -0.030
C15 -0.787 -5.079 -2.377  -0.075
C16 -1.484 -5.747 -1.382  -0.086
C17 -2.036 -5.026 -0.330  -0.071
C18 -1.865 -3.650 -0.263  -0.042
C19 -2.093 -0.715 -1.434  -0.229
N1 -2.235 0.618 -1.167  0.064
C20 -3.561 0.893 -1.359  -0.239
C21 -4.166 2.123 -1.126  -0.074
C22 -5.651 2.228 -1.034  -0.195
C23 -6.500 1.890 -2.085  -0.047
C24 -7.877 1.938 -1.928  -0.079
C25 -8.429 2.333 -0.718  -0.091
C26 -7.594 2.705 0.327  -0.077
C27 -6.217 2.652 0.169  -0.032
C28 -3.420 3.271 -0.896  -0.228
C29 -3.973 4.599 -1.010  0.006
C30 -2.959 5.458 -0.789  0.013
C31 -1.793 4.658 -0.512  -0.214
N2 -2.088 3.325 -0.618  0.079
C32 -0.599 5.188 -0.054  -0.072
C33 0.483 4.400 0.318  -0.216
C34 1.669 4.928 0.943  0.012
C35 2.410 3.869 1.327  0.005
C36 1.695 2.691 0.903  -0.221
N3 0.532 3.038 0.275  0.079
C37 -0.551 6.650 0.256  -0.225
C38 -0.886 7.090 1.534  -0.029
C39 -0.842 8.440 1.849  -0.078
C40 -0.459 9.367 0.888  -0.093
C41 -0.120 8.936 -0.386  -0.081
C42 -0.168 7.584 -0.700  -0.030
C43 -4.260 -0.288 -1.800  0.008
C44 -3.344 -1.271 -1.885  0.011
N4 0.416 0.306 -0.224  0.068
H1 6.213 0.692 4.550  0.100
H2 4.035 1.593 5.305  0.102
H3 2.198 1.911 3.677  0.118
H4 4.697 0.421 0.554  0.119
H5 6.524 0.068 2.178  0.104
H6 3.041 -1.346 1.019  0.110
H7 1.283 -2.923 -0.243  0.081
H8 -0.105 -3.175 -3.107  0.107
H9 -0.371 -5.630 -3.211  0.104
H10 -1.606 -6.822 -1.432  0.101
H11 -2.612 -5.533 0.435  0.105
H12 -2.312 -3.080 0.546  0.106
H13 -6.075 1.622 -3.045  0.120
H14 -8.524 1.669 -2.753  0.103
H15 -9.504 2.369 -0.594  0.100
H16 -8.017 3.037 1.267  0.103
H17 -5.562 2.934 0.985  0.122
H18 -4.998 4.822 -1.260  0.117
H19 -2.979 6.536 -0.805  0.116
H20 1.885 5.978 1.065  0.116
H21 3.374 3.867 1.809  0.115
H22 -1.180 6.362 2.282  0.125
H23 -1.104 8.769 2.847  0.102
H24 -0.424 10.421 1.132  0.100
H25 0.189 9.653 -1.136  0.102
H26 0.097 7.245 -1.695  0.122
H27 -5.311 -0.347 -2.027  0.103
H28 -3.492 -2.291 -2.204  0.117
C45 -1.111 -2.245 3.822  -0.077
N5 -1.433 -1.187 2.880  -0.105
C46 -0.768 -0.072 2.577  -0.128
N6 -1.505 0.709 1.821  0.095
C47 -2.675 0.021 1.719  -0.192
N7 -2.676 -1.144 2.332  0.118
C48 0.246 -2.890 3.703  -0.193
C49 1.025 -2.886 4.854  -0.034
C50 2.178 -3.657 4.936  -0.054
C51 2.574 -4.403 3.846  -0.014
C52 1.848 -4.337 2.651  -0.124
C53 0.680 -3.595 2.589  0.034
C54 2.463 -5.018 1.508  -0.286
N8 3.386 -5.916 1.592  0.119
N9 3.826 -6.149 0.302  0.126
C55 3.148 -5.356 -0.458  -0.286
O1 2.254 -4.628 0.237  0.122
C56 3.355 -5.212 -1.898  -0.132
C57 3.886 -6.321 -2.559  -0.016
C58 4.146 -6.252 -3.920  -0.055
C59 3.864 -5.079 -4.608  -0.035
C60 3.343 -3.974 -3.940  -0.196
C61 3.010 -2.781 -4.796  -0.093
N10 2.884 -1.514 -4.112  -0.145
C62 1.833 -0.676 -4.086  -0.165
N11 2.178 0.484 -3.582  0.089
C63 3.497 0.300 -3.308  -0.221
N12 3.974 -0.886 -3.621  0.110
C64 3.108 -4.041 -2.586  0.029
H29 -1.906 -2.977 3.693  0.132
H30 -1.200 -1.857 4.837  0.122
H31 0.240 0.126 2.914  0.138
H32 -3.533 0.384 1.174  0.110
H33 0.707 -2.306 5.713  0.112
H34 2.757 -3.685 5.850  0.108
H35 3.463 -5.016 3.880  0.113
H36 0.077 -3.606 1.685  0.112
H37 4.087 -7.219 -1.994  0.113
H38 4.564 -7.106 -4.438  0.107
H39 4.064 -5.014 -5.672  0.116
H40 2.075 -2.962 -5.328  0.135
H41 3.790 -2.674 -5.548  0.130
H42 0.856 -0.948 -4.459  0.126
H43 4.114 1.067 -2.869  0.101
H44 2.766 -3.161 -2.051  0.113


# 3
The following is a DFT calculation (the ωB97M-V functional and the def2-TZVPD basis) of an isolated molecule of C3H4ClFO at a distorted geometry.

Output
- Kohn-Sham gap: 0.4325 hartree
- Relative energy (zero: lowest compared OMol25 entry of this formula, charge and spin): 5.7 kcal per mole
- SMILES string: O=C(Cl)CCF
- Net charge: 0
- Maximum force: 5.2 eV Å⁻¹
- M: 110.515 g mol⁻¹
- DFT total energy: -20462.4700 eV

Each line ends with the Löwdin charge.
Geometry (Å):
C1 1.371 0.262 -0.253  -0.752
C2 0.082 -0.422 0.496  -0.083
C3 -1.206 0.046 -0.250  -0.149
O1 1.574 1.373 -0.554  0.069
F1 -2.214 0.244 0.721  -0.082
Cl1 2.613 -0.994 -0.655  0.594
H1 0.263 -1.437 0.663  0.066
H2 0.130 0.257 1.374  0.132
H3 -0.909 1.076 -0.534  0.118
H4 -1.704 -0.405 -1.009  0.088


# 4
The following is a DFT calculation (the ωB97M-V functional and the def2-TZVPD basis) of a structure of composition C25H58CrN4O19PS3 at a distorted geometry.

Output
- Kohn-Sham gap (spin up / spin down): 0.2820 / 0.3096 hartree
- Net charge: 0
- Multiplicity: 4
- Maximum force: 3.8 eV Å⁻¹
- M: 897.919 g mol⁻¹
- DFT total energy: -141948.7532 eV

Each line ends with the Löwdin charge.
Geometry (Å):
Cr1 -0.510 0.326 3.092  1.025
P1 -0.961 -0.540 0.965  0.206
O1 0.347 -0.886 1.817  -0.378
O2 -0.852 1.054 1.103  -0.392
O3 -2.028 -0.725 2.179  -0.412
O4 -1.389 -1.205 -0.340  -0.311
O5 1.179 1.222 -4.469  -0.287
S1 2.528 1.668 -4.700  0.544
O6 2.715 3.041 -4.891  -0.262
O7 3.557 1.100 -3.649  -0.282
C1 3.441 -0.254 -3.118  -0.226
C2 4.803 -0.748 -2.711  -0.044
C3 3.284 0.910 -6.230  -0.079
H1 2.888 -0.777 -3.911  0.113
H2 2.763 -0.112 -2.290  0.114
H3 4.708 -1.745 -2.349  0.066
H4 5.114 -0.196 -1.838  0.074
H5 5.532 -0.713 -3.545  0.097
H6 2.861 1.363 -7.100  0.053
H7 3.037 -0.158 -6.166  0.065
H8 4.319 1.158 -6.205  0.053
O8 -5.915 -3.656 1.251  -0.271
S2 -4.953 -2.810 1.843  0.548
O9 -4.949 -2.705 3.274  -0.293
O10 -3.484 -3.336 1.489  -0.275
C4 -3.355 -3.773 0.011  -0.219
C5 -3.577 -5.218 -0.176  -0.083
C6 -5.111 -1.253 1.016  -0.103
H9 -2.318 -3.533 -0.186  0.088
H10 -3.985 -3.081 -0.586  0.121
H11 -3.082 -5.725 0.652  0.086
H12 -3.121 -5.497 -1.130  0.087
H13 -4.672 -5.469 -0.187  0.093
H14 -5.534 -1.501 0.058  0.068
H15 -4.272 -0.591 1.070  0.052
H16 -5.850 -0.762 1.614  0.064
O11 3.216 4.628 -0.744  -0.277
S3 1.778 4.605 -0.895  0.564
O12 0.988 5.239 0.136  -0.317
O13 1.498 5.188 -2.278  -0.234
C7 0.211 5.807 -2.607  -0.221
C8 0.397 6.205 -4.042  -0.058
C9 1.210 2.913 -0.867  -0.068
H17 -0.089 6.462 -1.835  0.106
H18 -0.557 5.034 -2.624  0.086
H19 0.955 7.138 -4.211  0.078
H20 -0.624 6.437 -4.444  0.096
H21 0.876 5.311 -4.591  0.112
H22 1.294 2.412 0.084  0.045
H23 1.778 2.337 -1.585  0.065
H24 0.214 2.973 -1.172  0.029
O14 4.506 -1.159 0.755  0.105
C10 4.102 -2.182 1.248  -0.481
O15 3.820 -3.289 0.557  0.013
C11 3.140 -4.343 1.354  -0.099
C12 3.317 -3.907 2.814  -0.130
C13 3.540 -2.373 2.671  -0.051
H25 3.456 -5.365 1.180  0.126
H26 2.109 -4.253 1.120  0.092
H27 4.152 -4.320 3.325  0.099
H28 2.425 -4.137 3.364  0.102
H29 4.135 -1.992 3.426  0.088
H30 2.580 -1.778 2.634  0.123
C14 0.998 -3.851 -1.417  0.012
C15 0.565 -3.368 -2.828  -0.510
O16 0.977 -3.859 -3.873  0.009
N1 -0.308 -2.292 -2.854  0.030
C16 -0.744 -1.831 -4.157  -0.087
H31 0.348 -3.580 -0.641  0.035
H32 1.999 -3.480 -1.260  0.061
H33 1.041 -4.971 -1.533  0.105
H34 -0.696 -1.963 -1.979  0.059
H35 -1.862 -1.951 -4.270  0.102
H36 -0.278 -2.421 -4.874  0.042
H37 -0.499 -0.840 -4.541  0.060
C17 -2.423 4.003 -0.121  0.000
C18 -2.409 3.441 -1.492  -0.511
O17 -2.520 4.122 -2.547  -0.004
N2 -2.274 2.057 -1.542  0.001
C19 -2.329 1.309 -2.752  -0.096
H38 -2.262 5.060 -0.325  0.091
H39 -1.667 3.502 0.439  0.049
H40 -3.417 3.955 0.258  0.085
H41 -1.938 1.555 -0.726  0.080
H42 -2.194 0.247 -2.363  0.081
H43 -1.553 1.506 -3.523  0.080
H44 -3.310 1.396 -3.306  0.100
C20 2.225 2.708 2.466  0.040
C21 0.856 2.811 3.031  -0.429
O18 0.412 1.864 3.771  -0.107
N3 0.176 3.939 2.765  0.071
C22 -1.089 4.301 3.340  -0.034
H45 2.535 3.512 1.807  0.080
H46 2.305 1.792 1.962  0.079
H47 2.885 2.793 3.349  0.124
H48 0.646 4.644 2.185  0.130
H49 -1.772 3.487 3.590  0.101
H50 -1.439 5.087 2.678  0.094
H51 -0.896 4.855 4.257  0.094
C23 -0.738 -1.746 6.912  0.028
C24 -0.982 -1.380 5.454  -0.389
O19 -0.460 -0.362 4.927  -0.081
N4 -1.834 -2.172 4.722  0.084
C25 -2.321 -3.484 5.158  -0.035
H52 0.050 -1.158 7.396  0.099
H53 -0.593 -2.797 7.095  0.078
H54 -1.630 -1.491 7.425  0.086
H55 -1.813 -1.872 3.759  0.086
H56 -1.694 -4.292 4.775  0.097
H57 -3.351 -3.603 4.770  0.082
H58 -2.309 -3.641 6.197  0.057


# 5
The following is a DFT calculation (the ωB97M-V functional and the def2-TZVPD basis) of an isolated molecule of C8H9NOS at a distorted geometry.

Output
- Kohn-Sham gap: 0.3081 hartree
- Relative energy (zero: lowest compared OMol25 entry of this formula, charge and spin): 101.5 kcal per mole
- Net charge: 0
- Maximum force: 4.9 eV Å⁻¹
- M: 167.233 g mol⁻¹
- DFT total energy: -22810.8432 eV

Each line ends with the Löwdin charge.
Geometry (Å):
C1 2.559 0.483 0.690  -0.781
C2 -0.331 -0.086 0.201  -0.202
C3 -0.256 -1.249 -0.509  -0.229
C4 0.578 0.881 -0.534  -0.478
C5 0.679 -1.125 -1.675  0.035
C6 -1.051 0.246 1.428  -0.005
C7 -0.960 -2.550 -0.174  -0.040
C8 -0.004 2.265 -0.930  0.003
N1 1.730 1.279 0.232  0.105
O1 1.088 0.110 -1.676  -0.034
S1 3.431 -0.501 1.435  0.829
H1 -0.555 -0.327 2.253  0.120
H2 -0.877 1.356 1.495  0.104
H3 -2.046 0.020 1.204  0.073
H4 -0.581 -3.265 -0.771  0.019
H5 -0.781 -2.781 0.952  0.117
H6 -2.043 -2.408 -0.315  0.087
H7 -1.098 2.087 -1.240  0.114
H8 0.120 2.981 -0.149  0.069
H9 0.397 2.584 -1.916  0.096


# 6
The following is a DFT calculation (the ωB97M-V functional and the def2-TZVPD basis) of a structure of composition C6H7KO at a distorted geometry.

Output
- Kohn-Sham gap: 0.2031 hartree
- Net charge: 0
- Maximum force: 1.7 eV Å⁻¹
- M: 134.219 g mol⁻¹
- DFT total energy: -24702.8219 eV

Each line ends with the Löwdin charge.
Geometry (Å):
C1 -0.175 2.020 0.793  0.143
C2 -1.222 1.573 0.374  -0.137
C3 -2.465 0.903 -0.002  -0.166
C4 -2.550 0.580 -1.467  -0.227
O1 -1.672 0.017 -2.086  -0.077
K1 0.584 -1.153 -1.652  0.776
H1 0.739 2.538 1.040  0.048
H2 -3.345 1.519 0.250  0.124
H3 -2.605 -0.041 0.552  0.143
H4 -3.502 0.848 -1.962  0.133
C5 3.609 -1.822 0.623  -0.313
H5 4.178 -1.881 -0.318  -0.020
H6 4.214 -2.076 1.511  0.001
C6 2.295 -1.498 0.650  -0.352
H7 1.917 -1.528 1.694  -0.075


Q: Which formula does entry 4 have?
A: C25H58CrN4O19PS3


Q: Which of these has the lowest DFT total energy?
A: C25H58CrN4O19PS3


Q: Number 4 is which compound?
A: C25H58CrN4O19PS3